[1]
Density functional theory data (ωB97M-V/def2-TZVPD) for a cluster of 4 separate species, C28H55N2O3 in total in a non-equilibrium geometry.

Values from the calculation:
total charge = +1
ΔE to the lowest compared entry with this formula, charge and spin = 0.000 eV
LUMO level = -0.17884 hartree

Element x y z (Å)
C (-2.924, -2.227, 1.870)
N (-2.918, -2.188, 0.390)
C (-3.858, -1.154, -0.161)
C (-1.607, -1.867, -0.132)
O (-0.955, -0.967, 0.377)
C (-0.908, -2.644, -1.312)
O (-0.729, -4.058, -1.064)
C (0.561, -4.324, -0.605)
O (1.297, -5.114, -1.097)
C (1.033, -3.539, 0.673)
C (0.487, -3.982, 1.972)
C (0.899, -3.227, 3.147)
N (1.748, -2.151, 3.020)
C (2.283, -1.718, 1.829)
C (1.946, -2.394, 0.593)
H (-1.892, -2.259, 2.321)
H (-3.467, -3.134, 2.268)
H (-3.419, -1.325, 2.337)
H (-3.234, -0.312, -0.580)
H (-4.547, -0.721, 0.602)
H (-4.401, -1.620, -1.032)
H (-1.536, -2.503, -2.234)
H (0.083, -2.157, -1.506)
H (-0.220, -4.848, 2.023)
H (0.467, -3.543, 4.127)
H (1.985, -1.635, 3.871)
H (2.963, -0.837, 1.831)
H (2.329, -2.072, -0.400)
C (4.648, -5.400, -0.857)
C (5.136, -6.294, 0.276)
C (4.598, -5.867, 1.643)
C (5.030, -4.470, 2.100)
C (6.542, -4.254, 2.176)
C (7.226, -5.164, 3.189)
H (4.981, -4.367, -0.729)
H (5.035, -5.755, -1.814)
H (3.557, -5.409, -0.909)
H (6.228, -6.317, 0.282)
H (4.811, -7.320, 0.079)
H (4.905, -6.606, 2.389)
H (3.502, -5.903, 1.621)
H (4.592, -4.277, 3.087)
H (4.599, -3.717, 1.429)
H (6.730, -3.213, 2.459)
H (6.999, -4.389, 1.192)
H (6.820, -5.004, 4.191)
H (8.298, -4.959, 3.220)
H (7.101, -6.218, 2.932)
C (-1.204, 0.731, -3.494)
C (-1.291, 2.179, -3.027)
C (-2.730, 2.661, -2.849)
C (-3.574, 2.665, -4.126)
C (-3.005, 3.505, -5.270)
C (-2.900, 4.987, -4.930)
H (-1.673, 0.590, -4.468)
H (-0.158, 0.426, -3.584)
H (-1.691, 0.065, -2.775)
H (-0.754, 2.823, -3.727)
H (-0.770, 2.270, -2.068)
H (-2.712, 3.666, -2.419)
H (-3.228, 2.028, -2.105)
H (-4.576, 3.032, -3.878)
H (-3.712, 1.637, -4.477)
H (-3.658, 3.392, -6.141)
H (-2.025, 3.127, -5.574)
H (-3.881, 5.397, -4.678)
H (-2.509, 5.545, -5.783)
H (-2.228, 5.161, -4.087)
C (-2.311, 3.551, 0.667)
C (-2.057, 4.953, 0.125)
C (-1.119, 5.774, 1.009)
C (-1.638, 6.045, 2.424)
C (-2.987, 6.763, 2.488)
C (-2.954, 8.155, 1.869)
H (-2.793, 3.578, 1.646)
H (-2.966, 2.997, -0.009)
H (-1.373, 2.996, 0.758)
H (-3.010, 5.472, -0.010)
H (-1.612, 4.868, -0.872)
H (-0.906, 6.724, 0.509)
H (-0.157, 5.255, 1.085)
H (-0.891, 6.642, 2.958)
H (-1.714, 5.101, 2.972)
H (-3.281, 6.855, 3.539)
H (-3.765, 6.164, 2.006)
H (-2.221, 8.788, 2.375)
H (-3.933, 8.633, 1.958)
H (-2.702, 8.119, 0.807)

[2]
Density functional theory data (ωB97M-V/def2-TZVPD) for an isolated molecule of CH2O4S in a non-equilibrium geometry.

Values from the calculation:
ΔE to the lowest compared entry with this formula, charge and spin = 2.159 eV
LUMO level = -0.04258 hartree

Element x y z (Å)
C (0.185, -1.302, 0.137)
O (-1.425, 1.937, -0.080)
O (0.693, 1.035, 0.993)
O (-0.900, -0.707, -0.026)
O (0.347, 0.950, -1.470)
S (-0.240, 1.208, -0.149)
H (0.283, -2.372, -0.043)
H (1.056, -0.749, 0.637)

[3]
Density functional theory data (ωB97M-V/def2-TZVPD) for a cluster of 2 separate species, C2H8OS in total in a non-equilibrium geometry.

Values from the calculation:
SMILES string = CSC.O
ΔE to the lowest compared entry with this formula, charge and spin = 0.403 eV
LUMO level = 0.03394 hartree

Element x y z (Å)
C (0.000, 0.000, 0.000)
S (-1.116, 1.405, 0.094)
C (-0.110, 2.701, -0.499)
H (0.568, 0.196, -0.925)
H (-0.583, -0.926, -0.135)
H (0.715, -0.151, 0.826)
H (-0.182, 2.679, -1.599)
H (0.954, 2.630, -0.214)
H (-0.507, 3.665, -0.139)
O (-1.221, -0.570, 2.724)
H (-1.481, -0.104, 1.898)
H (-1.114, 0.146, 3.390)

Q: Which DFT total energy values were calculated for the entries above? A: -1434.79225, -738.37034, -554.40303, in a.u..